Run A
A 2-piece molecular cluster, C3H9N3 overall, computed with the ωB97M-V functional and the def2-TZVPD basis.

Last column: Mulliken charge in e.
CARTESIAN COORDINATES (ANGSTROEM)
C  1.5790  -1.1133  -1.1342  -0.383
C  -1.1400  -0.5534  1.0208  -0.994
N  1.9004  -0.6204  0.0057  -0.479
C  -0.7842  0.5531  0.0567  0.594
N  -0.3301  1.7175  0.7035  -0.527
N  -1.1798  0.6724  -1.1538  -0.707
H  2.3407  0.2982  -0.0449  0.231
H  -0.3652  2.5566  0.1425  0.294
H  -0.6472  1.8852  1.6471  0.214
H  -0.8634  -0.0583  -1.7841  0.235
H  1.2803  -2.1560  -1.1576  0.318
H  1.8284  -0.6813  -2.1072  0.293
H  -0.7724  -1.4953  0.6181  0.240
H  -0.6335  -0.4324  1.9767  0.381
H  -2.2131  -0.5730  1.2108  0.291

Its structure (SMILES) is [H]/N=C(\C)N.C=N. As for the HOMO-LUMO gap: 9.748 eV. The spin multiplicity is 1. Its LUMO energy is 1.11 eV.


Run B
A 4-piece molecular cluster, C3H9N3 overall, computed with the ωB97M-V functional and the def2-TZVPD basis.

Last column: Mulliken charge in e.
CARTESIAN COORDINATES (ANGSTROEM)
C  1.9411  -0.5914  1.1168  -0.750
C  -0.9411  0.2213  -0.2686  0.349
C  -1.3291  1.6460  -0.3072  -0.682
H  2.5491  -1.5380  1.3650  0.272
H  1.2425  -0.4043  1.9889  0.250
H  2.6323  0.2519  0.8650  0.314
H  1.6936  -1.1976  -0.9136  0.216
H  1.0603  1.0380  -0.3458  0.281
H  -1.6651  2.0124  1.1701  0.206
H  -2.5926  1.5538  -1.1354  0.258
H  -0.1781  2.7511  -0.8471  0.195
H  -1.3113  -1.5869  -0.2207  0.303
N  1.1015  -0.9914  -0.1227  -0.429
N  0.5046  0.1924  -0.4730  -0.136
N  -1.8142  -0.7061  -0.1432  -0.647

As for the HOMO-LUMO gap: 9.315 eV. The spin multiplicity is 1. Its LUMO energy is 0.16 eV.


Most favorable structure: run A. The second most favorable one is 134.0 kcal/mol above it.


Run A
One molecule with the formula C3H9N3, computed with the ωB97M-V functional and the def2-TZVPD basis.

Last column: Mulliken charge in e.
CARTESIAN COORDINATES (ANGSTROEM)
C  0.9828  -1.7515  0.0841  -0.863
C  -0.5779  -1.3822  -0.2463  -0.386
C  -0.3834  0.2369  -0.3664  0.301
H  1.3442  -2.8377  -0.1757  0.298
H  1.8529  -0.9285  -0.3967  0.238
H  1.1569  -1.6137  1.2372  0.266
H  -1.1216  -1.5826  -1.3037  0.291
H  -1.0340  -1.8807  0.6628  0.252
H  0.3152  1.9070  -1.4320  0.303
H  -0.5509  0.5268  1.7644  0.266
H  0.1487  3.0198  0.3695  0.270
H  -1.3552  2.2065  -0.2645  0.330
N  -0.0653  0.9380  -1.4339  -0.679
N  -0.0853  0.9501  0.9263  -0.065
N  -0.6271  2.1917  0.5748  -0.822

Its structure (SMILES) is [H]/N=C(/CC)NN. As for the HOMO-LUMO gap: 9.594 eV. The spin multiplicity is 1. Its LUMO energy is 0.97 eV.


Run B
A 2-piece molecular cluster, C3H9N3 overall, computed with the ωB97M-V functional and the def2-TZVPD basis.

Last column: Mulliken charge in e.
CARTESIAN COORDINATES (ANGSTROEM)
C  -2.7855  0.3785  0.9296  -0.767
C  -1.7025  0.1043  0.1526  0.216
N  -1.4931  0.4026  -1.1866  -0.508
H  -2.6665  0.4621  2.0039  0.260
H  -3.6318  0.7962  0.4227  0.248
H  -0.7855  -0.4581  0.5819  0.052
H  -0.7122  -0.1070  -1.5932  0.249
H  -2.2780  0.2113  -1.7518  0.222
N  2.2253  0.1300  -0.9185  -0.418
C  2.3318  -0.5878  0.2354  0.047
N  1.9373  -0.0670  1.3948  -0.578
H  1.7153  1.0345  -0.9515  0.264
H  2.4522  -0.2513  -1.8183  0.198
H  3.2954  -1.1624  0.4676  0.270
H  2.0979  -0.8860  2.0314  0.245

Its structure (SMILES) is [H]/N=C/N.C=CN. As for the HOMO-LUMO gap: 8.991 eV. The spin multiplicity is 1. Its LUMO energy is 0.80 eV.


Most favorable structure: run B. The second most favorable one is 60.2 kcal/mol above it.